This record from OMol25 describes the ion C4H11NS with charge +1. The level of theory is wB97M-V/def2-TZVPD.

The geometry in ORCA input format:
```
! RIJCOSX wB97M-V def2-TZVPD def2/J DEFGRID3
* xyz 1 2
S 2.07 0.78 1.81
N -1.58 0.12 -1.70
C 0.31 -0.70 -0.43
C -0.19 0.46 -1.32
C -0.23 -0.63 0.97
C 0.24 0.56 1.94
H 0.00 -1.57 1.46
H -0.09 1.43 -0.83
H -1.89 0.59 -2.53
H 1.40 -0.84 -0.43
H -0.04 1.58 1.71
H 0.00 0.17 2.93
H 2.42 0.31 0.59
H 0.07 -1.58 -1.05
H 0.42 0.53 -2.21
H -1.29 -0.35 0.94
H -1.62 -0.88 -1.85
*
```

Results
Highest occupied orbital energy (spin up / spin down): -12.76 / -12.72 eV
Orbital gap (spin up / spin down): 9.006 / 3.754 eV
Maximum force: 3.40 eV Å⁻¹
Relative energy (zero: lowest compared OMol25 entry of this formula, charge and spin): 32.0 kcal per mole
Energy: -611.577326 Eh